The following is a quantum chemistry calculation of 7 unconnected molecules or ions with the total composition C15H37Br4N3O8 at a distorted geometry, from the Open Molecules 2025 dataset.

```
67
Properties=species:S:1:pos:R:3:forces:R:3
C -1.5959 -2.6178 -4.5205 1.620 0.296 0.328
N -2.9192 -2.9842 -4.0213 -2.547 -0.065 -0.496
O -3.8508 -2.2079 -4.2252 1.021 -0.045 0.092
O -3.0959 -4.0716 -3.4987 0.975 0.347 -0.101
H -1.4984 -1.5749 -4.8220 -0.692 -0.134 0.107
H -1.2834 -3.2483 -5.3530 -0.402 -0.211 0.184
H -0.9103 -2.7752 -3.6879 0.027 -0.181 -0.100
C 7.2123 -4.6134 -3.1206 1.132 0.274 -0.260
N 6.0641 -4.2694 -2.2683 -0.349 -1.672 0.761
O 5.7557 -5.0292 -1.3720 0.572 -0.708 0.081
O 5.4777 -3.2606 -2.4684 -0.682 2.298 -0.976
H 7.1624 -4.1084 -4.0852 -0.485 -0.205 0.129
H 7.3618 -5.6905 -3.1951 -0.286 0.234 0.128
H 8.0645 -4.1555 -2.6184 0.093 -0.217 0.131
C 0.1857 9.8275 -2.9031 -0.298 0.869 -0.175
N -1.2820 9.8355 -2.5777 -0.081 4.033 -2.793
O -1.9759 10.7933 -2.9513 1.401 0.038 0.042
O -1.7641 8.9163 -2.0756 -1.071 -4.417 2.550
H 0.3874 10.7900 -3.3733 0.070 -0.123 0.217
H 0.3570 9.0428 -3.6400 -0.018 -0.160 0.422
H 0.7234 9.7163 -1.9615 0.001 -0.250 -0.270
Br 3.1954 4.1873 -3.1316 -0.744 -0.557 0.308
C 1.8608 2.7413 -2.8550 -0.685 -0.070 0.041
C 0.5420 3.1848 -2.1226 0.700 -0.017 -0.329
Br -0.3683 1.5931 -1.3971 0.259 0.438 -0.338
H 2.3490 1.8868 -2.3864 0.125 0.542 0.590
H 1.6673 2.3457 -3.8521 -0.354 0.454 -0.038
H -0.1642 3.7062 -2.7687 0.130 -0.413 -0.291
H 0.6583 3.8713 -1.2840 0.562 -0.379 0.051
Br -1.6851 6.9239 -7.9177 -0.490 0.300 -1.057
C -2.3778 7.4327 -9.7421 0.889 0.508 -0.090
C -1.7294 8.7848 -10.1341 -0.641 0.319 -0.480
Br -2.4467 9.4557 -11.9132 0.248 -0.573 0.976
H -3.4676 7.4523 -9.7310 0.195 0.346 0.409
H -2.1071 6.6206 -10.4168 0.300 0.163 0.163
H -0.6515 8.8381 -10.2871 -0.166 -0.750 0.062
H -1.9542 9.6006 -9.4470 -0.332 -0.312 0.025
C 4.8815 -4.4654 7.1537 -0.364 0.438 0.359
C 3.3643 -4.3818 6.9745 1.084 -0.250 -0.214
O 3.2346 -4.0337 5.6296 -0.034 0.122 -0.375
C 1.9104 -3.9952 5.1850 -0.185 0.721 -0.320
C 1.9532 -3.2705 3.8765 0.699 -0.944 -1.140
H 5.2568 -5.0851 6.3392 0.096 -0.174 0.255
H 5.3235 -3.4773 7.0256 -0.022 0.048 0.013
H 5.1793 -4.8389 8.1334 -0.009 -0.167 -0.088
H 2.9335 -5.3669 7.1535 -0.299 -0.155 0.168
H 2.8434 -3.6286 7.5657 0.141 -0.008 0.484
H 1.5392 -5.0149 5.0821 -0.424 -0.037 0.157
H 1.2932 -3.3683 5.8285 -0.226 -0.393 0.668
H 2.5172 -3.9112 3.1987 0.145 -0.009 -0.258
H 2.5811 -2.3867 3.9896 -0.579 0.334 -0.064
H 0.9884 -3.1482 3.3843 -0.032 0.476 0.357
C -4.8719 -2.9201 3.3766 -1.141 -0.410 0.561
C -4.2889 -4.0364 4.2512 -0.151 0.970 -0.319
O -3.8072 -3.4831 5.4598 -0.010 -0.120 0.657
C -4.7584 -2.9237 6.3804 0.793 -0.105 0.058
C -4.0177 -2.6496 7.6676 0.014 0.013 0.392
H -4.1346 -2.1376 3.1968 0.084 -0.306 -0.371
H -5.3706 -3.3239 2.4956 0.588 0.060 -0.416
H -5.7057 -2.4265 3.8758 -0.006 0.057 0.319
H -4.9442 -4.8768 4.4803 -0.512 0.105 -0.185
H -3.4595 -4.4511 3.6782 0.369 -0.058 0.473
H -5.1921 -1.9967 6.0053 0.051 0.087 -0.227
H -5.5897 -3.5652 6.6729 -0.132 -0.589 -0.637
H -3.1491 -2.0076 7.5214 -0.129 0.096 0.020
H -3.6854 -3.5584 8.1694 0.115 -0.193 -0.330
H -4.7217 -2.2102 8.3744 0.075 0.393 0.002
```
Forces are in eV/Å.

Properties
net charge: 0
E_LUMO: 0.000 Eh
Kohn-Sham gap: 9.66 eV
SMILES: C[N+](=O)[O-].C[N+](=O)[O-].C[N+](=O)[O-].BrCCBr.BrCCBr.CCOCC.CCOCC

Atomic partial charges in e from the natural (NBO) method, atoms 1 to 6:
1. C -0.49
2. N 0.52
3. O -0.37
4. O -0.37
5. H 0.24
6. H 0.24


The following is a quantum chemistry calculation of 2 unconnected molecules or ions with the total composition C14H27BrNO8P2S at a distorted geometry, from the Open Molecules 2025 dataset.

```
54
Properties=species:S:1:pos:R:3:forces:R:3
C 2.4728 2.0585 -0.5828 0.024 -0.371 -0.072
C 2.6979 0.9362 0.1109 -0.169 0.115 -0.082
C 2.9075 -0.3808 -0.5965 -1.911 0.127 0.357
C 3.0240 -1.6098 0.2693 -0.056 -0.159 0.141
P 3.6849 -1.6588 1.9707 0.661 0.041 0.156
C 2.1623 -1.2525 2.9450 -0.098 0.141 -0.171
C 3.8651 -3.4646 2.2315 -0.542 -0.010 -0.403
N 2.6427 -2.6305 -0.4231 0.091 -0.069 -0.368
C 2.2113 -2.2823 -1.7908 -0.485 0.238 0.056
P 3.4905 -2.5381 -3.2031 -0.176 -0.078 -0.256
O 3.7380 -0.9838 -3.6425 0.138 -0.148 0.276
Br 5.3152 -2.9896 -1.9934 0.026 0.072 0.063
C 1.7462 -0.8363 -1.5330 0.793 -0.145 -0.036
C 0.3912 -0.8222 -0.8189 -0.141 0.153 -0.439
O -0.3442 0.2849 -1.2954 0.071 0.221 0.101
C -1.5704 0.4524 -0.6178 -0.493 -0.680 -0.088
O -1.4885 1.1634 0.5716 0.507 -0.083 -0.083
C -1.0195 2.4994 0.4310 -0.042 0.509 0.096
C -0.3358 2.9053 1.7302 -0.108 -0.724 0.040
O -1.0992 2.5115 2.8565 -0.039 0.629 0.055
H 1.9025 2.0066 -1.5078 0.991 -0.039 -0.576
H 2.8780 3.0215 -0.2951 -1.030 0.205 0.695
H 2.6748 0.9400 1.1990 1.249 0.230 -0.003
H 3.8243 -0.3195 -1.1879 0.130 -0.074 0.154
H 1.9688 -2.0770 3.6294 0.008 -0.033 -0.011
H 2.3318 -0.3507 3.5289 0.034 0.005 -0.010
H 1.2780 -1.1066 2.3273 -0.039 -0.040 0.023
H 4.7056 -3.8449 1.6527 0.128 0.035 0.146
H 4.0256 -3.6358 3.2942 0.163 -0.006 -0.006
H 2.9693 -4.0243 1.9454 -0.025 -0.047 0.154
H 2.6652 -3.5897 -0.0995 0.154 0.053 0.103
H 1.3588 -2.9002 -2.0782 0.147 -0.244 0.095
H 4.6554 -0.6927 -3.5528 -0.018 0.102 -0.136
H 1.6959 -0.2349 -2.4366 -0.037 -0.053 -0.045
H -0.1555 -1.7397 -1.0726 -0.051 -0.010 0.145
H 0.4962 -0.7662 0.2700 0.040 -0.012 0.009
H -1.9553 -0.5361 -0.3470 -0.080 0.051 0.098
H -2.2799 0.8840 -1.3261 0.280 0.363 -0.096
H -0.3016 2.5748 -0.3891 -0.026 -0.002 -0.022
H -1.8484 3.1868 0.2281 -0.157 -0.203 -0.039
H -0.2131 3.9861 1.7750 0.078 0.005 -0.072
H 0.6436 2.4167 1.7581 0.106 0.194 0.044
H -0.8626 1.6184 3.0965 -0.075 -0.294 -0.036
C -6.1509 2.4014 -0.5751 -0.016 0.046 0.281
C -4.9917 1.4395 -0.4001 0.106 0.086 -0.216
O -5.6205 0.1870 -0.1124 -0.047 0.060 0.186
S -7.0110 0.0778 -0.9029 0.009 -0.023 -0.023
O -6.8148 -0.6478 -2.1059 -0.041 0.015 -0.001
O -8.0149 -0.2920 0.0241 0.027 -0.045 -0.007
O -7.1367 1.6260 -1.2700 0.087 0.004 -0.110
H -6.5613 2.7159 0.3856 0.013 -0.014 0.008
H -5.8977 3.2753 -1.1687 -0.081 -0.067 -0.129
H -4.3287 1.7072 0.4193 -0.054 -0.123 0.081
H -4.4212 1.3310 -1.3251 -0.027 0.096 -0.028
```
Forces are in eV/Å.

Properties
net charge: +1
E_LUMO: -0.158 Eh
Kohn-Sham gap: 8.34 eV

Atomic partial charges in e from the natural (NBO) method, atoms 1 to 6:
1. C -0.35
2. C -0.21
3. C -0.36
4. C 0.23
5. P 0.85
6. C -0.92


The following is a quantum chemistry calculation of a single C7H10 molecule at a distorted geometry, from the Open Molecules 2025 dataset.

```
17
Properties=species:S:1:pos:R:3:forces:R:3
C -1.5151 0.9340 -0.7504 -0.148 -0.044 0.020
C -0.3688 0.2351 -0.0273 -0.220 -0.194 -0.105
C -0.5595 -1.2244 0.3459 0.090 -0.187 -0.035
C 0.8796 -1.6734 0.3444 0.252 -0.156 0.305
C 1.7315 -0.6662 0.0981 -0.029 -0.592 -0.821
C 0.9603 0.3778 -0.6198 0.003 0.977 0.355
C 0.3109 1.2202 0.8816 -0.151 0.586 -0.449
H -2.3271 1.1560 -0.0514 -0.006 -0.075 -0.076
H -1.1861 1.8893 -1.1778 0.006 -0.231 0.127
H -1.9138 0.3167 -1.5628 0.050 0.029 0.163
H -0.9994 -1.3582 1.3431 0.029 -0.028 -0.205
H -1.2035 -1.7236 -0.3883 0.152 -0.152 0.082
H 1.1785 -2.7010 0.4982 0.052 -0.005 0.581
H 2.8065 -0.6685 0.2645 -0.165 -0.191 -0.447
H 1.2189 0.5307 -1.6771 -0.353 0.769 0.501
H -0.3485 1.9692 1.3430 0.228 0.697 -1.288
H 1.3355 1.3862 1.1362 0.211 -1.202 1.292
```
Forces are in eV/Å.

Properties
net charge: 0
E_LUMO: 0.039 Eh
Kohn-Sham gap: 8.96 eV
SMILES: C[C@@]12CC=C[C@@H]1C2

Atomic partial charges in e from the natural (NBO) method, atoms 1 to 6:
1. C -0.59
2. C -0.12
3. C -0.45
4. C -0.12
5. C -0.24
6. C -0.16


The following is a quantum chemistry calculation of a single C20H25N3O4 molecule, from the Open Molecules 2025 dataset.

```
52
Properties=species:S:1:pos:R:3:forces:R:3
C 7.4351 -0.0455 -1.1019 -0.370 -0.284 0.127
C 6.7473 -1.0856 -0.2376 0.461 0.024 0.257
O 5.4074 -1.2375 -0.7050 -0.224 0.105 -0.127
C 4.6246 -2.0335 0.0526 0.085 -0.181 -0.157
O 5.0117 -2.6113 1.0408 0.235 -0.014 0.333
N 3.3705 -2.1547 -0.4515 -0.037 0.033 -0.136
C 2.8642 -1.3855 -1.5627 0.018 0.343 -0.176
C 1.8544 -0.3424 -1.0781 -0.080 -0.297 -0.182
C 0.7308 -1.0460 -0.3107 0.492 0.035 0.190
N -0.3006 -0.1174 0.1167 -0.374 0.172 0.009
C -0.1033 0.9504 0.9043 -0.695 -0.017 -0.073
C -0.9630 1.9197 1.4307 0.229 -0.284 -0.292
N -2.2756 2.2310 1.3481 0.278 0.306 0.585
C -3.1961 1.8136 0.3918 -0.288 -0.222 -0.367
C -2.7993 1.4616 -0.8971 0.138 0.124 0.185
C -3.7480 1.0459 -1.8134 -0.116 -0.094 -0.017
C -5.0862 0.9919 -1.4677 0.031 -0.007 -0.041
C -5.5003 1.3761 -0.1967 0.013 0.180 -0.051
C -6.9488 1.3010 0.1905 0.008 -0.209 0.081
C -7.2809 -0.0837 0.7506 -0.084 0.171 -0.039
C -4.5487 1.7832 0.7241 0.123 -0.018 -0.077
C 0.1002 2.5240 2.2428 -0.264 0.474 0.510
O 0.1305 3.3867 3.0874 -0.011 -0.211 -0.298
C 1.0587 1.5363 1.6069 0.914 -0.140 -0.147
O 2.2484 1.3249 1.6113 -0.364 0.104 0.179
C 1.3416 -1.8170 0.8653 -0.062 -0.215 -0.311
C 2.3594 -2.8263 0.3314 0.015 -0.075 0.401
H 8.4590 0.0881 -0.7654 0.110 0.027 0.018
H 7.4404 -0.3646 -2.1410 0.057 0.009 -0.118
H 6.9104 0.9034 -1.0313 0.002 0.128 -0.007
H 6.7238 -0.7783 0.8134 0.023 -0.090 -0.162
H 7.2569 -2.0543 -0.2974 -0.087 0.143 0.056
H 3.6990 -0.9024 -2.0670 -0.150 -0.101 -0.041
H 2.3769 -2.0765 -2.2631 0.052 0.054 -0.029
H 1.4481 0.2040 -1.9312 -0.045 0.020 -0.028
H 2.3595 0.3599 -0.4153 -0.015 0.035 -0.005
H 0.2346 -1.7581 -0.9820 0.017 0.076 0.058
H -1.2557 -0.3403 -0.1204 0.126 0.032 0.035
H -2.6107 2.8599 2.0663 0.076 -0.038 -0.089
H -1.7652 1.5589 -1.1879 0.096 0.034 -0.037
H -3.4385 0.7763 -2.8123 0.029 -0.008 -0.086
H -5.8180 0.6688 -2.1926 -0.100 -0.027 -0.089
H -7.5742 1.4949 -0.6827 0.002 0.087 0.030
H -7.1710 2.0574 0.9454 -0.029 0.053 -0.068
H -8.3310 -0.1391 1.0266 -0.097 -0.076 0.049
H -7.0760 -0.8518 0.0082 0.014 -0.103 -0.035
H -6.6788 -0.2906 1.6325 0.042 -0.064 0.078
H -4.8551 2.0831 1.7166 -0.045 0.009 0.148
H 0.5630 -2.3360 1.4269 -0.044 -0.002 0.015
H 1.8481 -1.1174 1.5302 0.001 0.037 0.048
H 2.8632 -3.3377 1.1526 -0.123 -0.022 -0.150
H 1.8577 -3.5678 -0.3023 0.016 -0.014 0.042
```
Forces are in eV/Å.

Properties
net charge: 0
E_LUMO: 0.015 Eh
Kohn-Sham gap: 8.41 eV
SMILES: CCOC(=O)N1CCC(Nc2c(Nc3cccc(CC)c3)c(=O)c2=O)CC1

Atomic partial charges in e from the natural (NBO) method, atoms 1 to 6:
1. C -0.62
2. C -0.06
3. O -0.53
4. C 0.90
5. O -0.66
6. N -0.45


The following is a quantum chemistry calculation of a molecular structure, C40H41BN9OP2SSr at a distorted geometry, from the Open Molecules 2025 dataset.

```
96
Properties=species:S:1:pos:R:3:forces:R:3
Sr 1.1611 -0.0963 0.5296 -1.134 0.675 -0.493
C 0.1423 -1.7362 4.7071 -0.051 -0.018 -0.085
C -0.1862 -1.5789 3.3630 0.061 -0.047 0.365
N 0.5932 -0.6608 2.7981 -0.513 -0.072 0.133
N 1.4190 -0.2070 3.7523 -0.016 -0.036 0.721
C 1.1815 -0.8534 4.9061 -0.159 -0.177 -0.007
B 2.5184 0.8373 3.4650 0.451 0.196 0.394
N 1.9308 2.0722 2.7319 0.086 0.367 0.266
C 1.9936 3.3422 3.1729 -0.109 0.239 -0.141
C 1.4522 4.1696 2.2138 -0.048 -0.054 0.025
C 1.0835 3.3037 1.1902 0.045 0.274 0.254
N 1.3726 2.0465 1.5136 -0.169 0.806 -0.064
N 3.5921 0.1608 2.5970 0.583 0.085 0.471
C 4.8147 -0.2800 2.9350 0.376 -0.355 -0.114
C 5.3961 -0.8497 1.8218 -0.191 -0.060 -0.059
C 4.4302 -0.7210 0.8276 0.473 -0.067 0.317
N 3.3530 -0.1173 1.3100 0.511 0.041 -0.347
N 3.1310 1.3381 4.7666 -0.297 0.062 0.334
C 2.5291 1.7664 5.9050 -0.068 0.212 0.690
C 3.4885 2.3390 6.7113 -0.362 -0.072 -0.071
C 4.6777 2.2380 5.9721 -0.911 -0.001 -0.027
N 4.4230 1.6709 4.8190 1.483 -0.151 -1.023
H -0.3091 -2.3812 5.4338 -0.032 -0.138 0.083
H -0.9455 -2.0840 2.7933 -0.113 -0.069 -0.138
H 1.7579 -0.6764 5.7915 0.125 0.112 0.094
H 2.4059 3.6086 4.1235 0.173 -0.081 0.232
H 1.3425 5.2334 2.2658 0.023 0.182 -0.032
H 0.6401 3.5447 0.2402 -0.023 0.020 -0.166
H 5.2251 -0.1593 3.9171 -0.109 0.061 0.036
H 6.3675 -1.2937 1.7550 0.192 -0.046 -0.022
H 4.4860 -1.0136 -0.2035 -0.046 -0.046 -0.250
H 1.4773 1.6514 6.0798 -0.214 -0.037 -0.007
H 3.3659 2.7794 7.6790 -0.162 0.019 0.221
H 5.6649 2.5633 6.2268 0.266 0.059 -0.009
N -1.3276 1.3500 -1.9005 0.571 1.046 0.943
P -1.7032 1.9222 -0.3400 -2.165 0.184 -1.245
C -2.5624 3.4826 -0.7235 0.582 -0.001 0.333
C -2.8867 4.3117 0.3513 0.056 -0.157 0.046
C -3.5342 5.5132 0.1277 0.008 0.031 0.033
C -3.8461 5.9033 -1.1660 0.075 -0.049 0.022
C -3.5328 5.0765 -2.2343 0.028 0.021 -0.061
C -2.8826 3.8743 -2.0219 0.012 -0.096 -0.063
C -3.0579 0.7911 0.1399 0.592 0.024 0.539
C -4.1189 0.5596 -0.7294 -0.037 0.044 -0.109
C -5.1493 -0.2710 -0.3263 0.049 0.134 -0.142
C -5.1208 -0.8666 0.9259 0.092 0.007 0.161
C -4.0626 -0.6308 1.7889 -0.046 -0.018 0.091
C -3.0279 0.2040 1.3988 0.175 0.110 0.044
P -0.3984 -0.1007 -2.0603 -0.644 -1.090 -1.256
C -1.7181 -1.3674 -1.9745 0.286 0.037 -0.102
C -2.5973 -1.5611 -3.0386 0.000 0.030 0.141
C -3.6260 -2.4793 -2.9188 -0.028 0.031 -0.165
C -3.7547 -3.2415 -1.7692 0.086 0.009 0.067
C -2.8433 -3.0944 -0.7348 -0.031 -0.079 0.096
C -1.8356 -2.1515 -0.8319 0.164 0.123 0.053
C -0.0631 -0.0582 -3.8483 0.205 0.180 0.113
C -0.6786 0.7982 -4.7590 0.052 -0.110 0.151
C -0.3598 0.7132 -6.1037 -0.004 0.055 -0.130
C 0.5607 -0.2208 -6.5538 -0.029 0.009 0.060
C 1.1729 -1.0786 -5.6526 -0.011 -0.004 -0.052
C 0.8685 -0.9861 -4.3077 -0.045 0.039 0.232
H -0.8782 2.0900 -2.4420 -0.151 0.128 -0.180
H -2.6348 4.0077 1.3584 0.020 0.054 0.121
H -3.7830 6.1549 0.9585 -0.011 0.028 0.090
H -4.3193 6.8567 -1.3445 -0.101 0.038 0.000
H -3.7923 5.3713 -3.2395 -0.015 0.018 -0.085
H -2.6612 3.2363 -2.8645 -0.020 -0.017 -0.102
H -4.1388 1.0345 -1.6998 -0.060 0.004 -0.085
H -5.9867 -0.4405 -0.9860 -0.048 -0.028 -0.081
H -5.9350 -1.5043 1.2359 -0.058 -0.057 0.016
H -4.0497 -1.0812 2.7703 -0.004 -0.026 0.072
H -2.2049 0.4203 2.0719 -0.013 -0.090 0.075
H -2.4761 -1.0010 -3.9549 -0.056 0.045 -0.039
H -4.3235 -2.6074 -3.7329 -0.047 -0.033 -0.074
H -4.5585 -3.9556 -1.6813 -0.060 -0.110 -0.013
H -2.9126 -3.7214 0.1418 -0.061 -0.002 0.105
H -1.1230 -2.0299 -0.0197 -0.105 -0.097 -0.033
H -1.4228 1.5141 -4.4403 -0.090 0.073 0.003
H -0.8394 1.3758 -6.8083 -0.035 0.055 -0.047
H 0.7998 -0.2784 -7.6043 0.011 -0.008 -0.088
H 1.8843 -1.8120 -6.0023 0.070 -0.036 -0.002
H 1.3409 -1.6349 -3.5840 0.126 -0.123 0.008
O 1.4356 -1.9438 -0.6545 -0.068 -0.845 -0.970
S 2.2623 -3.1972 -0.5138 0.326 -1.437 -0.722
C 1.1340 -4.5498 -1.0595 0.241 -0.028 0.280
C 1.8629 -5.3308 -2.1373 0.069 0.028 -0.133
C 2.5625 -4.2920 -3.0062 -0.031 -0.107 -0.054
C 3.2581 -3.3285 -2.0557 -0.009 -0.126 0.202
H 0.2486 -4.0437 -1.4455 0.009 0.129 0.030
H 0.8694 -5.1562 -0.1961 -0.052 0.063 0.062
H 1.1677 -5.9339 -2.7216 -0.007 -0.034 0.095
H 2.5932 -6.0050 -1.6866 0.006 -0.029 -0.029
H 1.8320 -3.7639 -3.6214 -0.046 -0.020 0.011
H 3.2831 -4.7558 -3.6786 0.016 0.052 -0.025
H 3.3857 -2.3276 -2.4623 0.028 0.138 0.170
H 4.2273 -3.7120 -1.7449 0.112 0.008 0.044
```
Forces are in eV/Å.

Properties
net charge: +2
E_LUMO (spin up / spin down): -0.188 / -0.319 Eh
spin multiplicity: 2
Kohn-Sham gap (spin up / spin down): 7.75 / 4.20 eV

Atomic partial charges in e from the Mulliken method, atoms 1 to 6:
1. Sr 2.96
2. C -1.50
3. C -0.66
4. N 0.20
5. N -0.03
6. C -0.25